(1)
{
  "formula": "C5H8N2",
  "method": "wB97M-V/def2-TZVPD",
  "mol_weight_g_mol": 96.1,
  "smiles": "[H]/N=C(/N)C(=C)C=C",
  "de_lowest_kcal_mol": 51.68,
  "homo_ev": -8.9181,
  "total_charge": 0,
  "lumo_energy_ha": 0.023,
  "species": ["C", "C", "N", "C", "C", "C", "N", "H", "H", "H", "H", "H", "H", "H", "H"],
  "xyz": [[-0.003, 1.373, -0.182], [-0.519, 0.073, 0.334], [0.541, 1.265, -1.456], [-0.036, -1.043, -0.599], [-1.133, -0.050, 1.514], [0.577, -2.179, -0.213], [0.377, 2.395, 0.511], [1.329, 1.901, -1.551], [0.592, 0.612, -2.225], [0.162, 2.259, 1.501], [-0.538, -1.035, -1.563], [-1.415, 0.818, 2.104], [-1.460, -1.024, 1.867], [0.488, -3.082, -0.807], [1.039, -2.281, 0.764]],
  "mulliken_charge": [0.4571, 0.6074, -0.4306, -0.4008, -0.9011, -0.7467, -0.7454, 0.2406, 0.2280, 0.2042, 0.3670, 0.2695, 0.3048, 0.2459, 0.3001]
}



(2)
{
  "formula": "C5H8N2",
  "method": "wB97M-V/def2-TZVPD",
  "mol_weight_g_mol": 96.1,
  "smiles": "C[C@H]1CN[C@H]1C#N",
  "de_lowest_kcal_mol": 34.99,
  "homo_ev": -9.2826,
  "total_charge": 0,
  "lumo_energy_ha": 0.035,
  "species": ["C", "C", "C", "N", "C", "C", "N", "H", "H", "H", "H", "H", "H", "H", "H"],
  "xyz": [[1.309, -0.452, -0.726], [0.627, 0.306, 0.407], [-0.239, 1.459, -0.158], [-1.454, 0.719, 0.194], [-0.714, -0.342, 0.872], [-0.909, -1.742, 0.466], [-1.018, -2.859, 0.181], [0.681, -0.380, -1.622], [2.286, -0.023, -0.968], [1.436, -1.517, -0.510], [1.306, 0.557, 1.228], [-0.037, 1.640, -1.222], [-0.196, 2.418, 0.368], [-2.189, 0.516, -0.465], [-0.889, -0.301, 1.954]],
  "mulliken_charge": [-1.5439, 0.3432, -0.7226, -0.3932, 0.1593, 0.0277, -0.4535, 0.3850, 0.3657, 0.3854, 0.3751, 0.3039, 0.2621, 0.2631, 0.2427]
}



(3)
{
  "formula": "C5H8N2",
  "method": "wB97M-V/def2-TZVPD",
  "mol_weight_g_mol": 96.1,
  "de_lowest_kcal_mol": 67.24,
  "homo_ev": -8.7975,
  "total_charge": 0,
  "lumo_energy_ha": 0.022,
  "species": ["C", "C", "C", "N", "C", "C", "N", "H", "H", "H", "H", "H", "H", "H", "H"],
  "xyz": [[-1.034, 1.026, -1.238], [-0.661, 0.555, 0.166], [0.124, -1.663, 2.177], [0.730, -1.374, 1.053], [0.746, -0.088, 0.296], [1.402, -0.332, -0.997], [1.957, -0.536, -1.990], [-1.003, 0.214, -1.970], [-2.054, 1.420, -1.225], [-0.367, 1.819, -1.591], [-0.713, 1.403, 0.856], [-1.385, -0.184, 0.518], [-0.430, -0.748, 2.482], [1.284, -2.113, 0.629], [1.405, 0.599, 0.834]],
  "mulliken_charge": [-1.4635, -0.5052, -0.3234, -0.2436, 0.6030, -0.0447, -0.4076, 0.4044, 0.3885, 0.3710, 0.3423, 0.3604, 0.1727, 0.2110, 0.1349]
}



(4)
{
  "formula": "C5H8N2",
  "method": "wB97M-V/def2-TZVPD",
  "mol_weight_g_mol": 96.1,
  "smiles": "CCn1ccnc1",
  "de_lowest_kcal_mol": 43.95,
  "homo_ev": -8.6540,
  "total_charge": 0,
  "lumo_energy_ha": 0.032,
  "species": ["C", "C", "N", "C", "C", "N", "C", "H", "H", "H", "H", "H", "H", "H", "H"],
  "xyz": [[1.754, 0.195, -1.333], [0.458, -0.554, -0.918], [-0.172, -0.028, 0.279], [-0.861, 1.088, 0.668], [-1.821, 0.620, 1.533], [-1.729, -0.731, 1.724], [-0.693, -1.065, 1.013], [2.260, -0.290, -2.173], [1.524, 1.222, -1.682], [2.476, 0.310, -0.517], [0.198, -1.638, -0.552], [-0.225, -0.568, -1.768], [-0.620, 2.086, 0.330], [-2.563, 1.176, 2.077], [0.013, -1.823, 1.319]],
  "mulliken_charge": [-1.1712, -0.2397, 0.1737, -0.1116, -0.4584, -0.5940, -0.3110, 0.3575, 0.2923, 0.3246, 0.3219, 0.2731, 0.3725, 0.3998, 0.3706]
}



(5)
{
  "formula": "C5H8N2",
  "method": "wB97M-V/def2-TZVPD",
  "mol_weight_g_mol": 96.1,
  "smiles": "C/N=C/[C@@H](C)C#N",
  "de_lowest_kcal_mol": 29.17,
  "homo_ev": -10.2001,
  "total_charge": 0,
  "lumo_energy_ha": 0.031,
  "species": ["C", "N", "C", "C", "C", "C", "N", "H", "H", "H", "H", "H", "H", "H", "H"],
  "xyz": [[2.106, 1.542, -0.534], [1.166, 0.780, 0.261], [0.061, 0.467, -0.258], [-1.001, -0.335, 0.504], [-1.571, -1.492, -0.374], [-0.475, -0.789, 1.804], [-0.192, -1.009, 2.899], [3.046, 0.989, -0.582], [2.305, 2.484, -0.017], [1.760, 1.761, -1.557], [-0.193, 0.714, -1.304], [-0.977, -2.381, -0.235], [-1.633, -1.304, -1.455], [-2.579, -1.676, -0.044], [-1.822, 0.249, 0.891]],
  "mulliken_charge": [-0.6770, -0.2314, -0.3577, 0.6648, -1.3055, 0.0431, -0.4501, 0.2439, 0.2444, 0.3062, 0.2615, 0.3589, 0.3487, 0.3484, 0.2017]
}



(6)
{
  "formula": "C5H8N2",
  "method": "wB97M-V/def2-TZVPD",
  "mol_weight_g_mol": 96.1,
  "smiles": "N#C[C@H](N)C1CC1",
  "de_lowest_kcal_mol": 31.47,
  "homo_ev": -10.2529,
  "total_charge": 0,
  "lumo_energy_ha": 0.035,
  "species": ["N", "C", "C", "N", "C", "C", "C", "H", "H", "H", "H", "H", "H", "H", "H"],
  "xyz": [[0.698, 0.441, 1.609], [0.048, -0.565, 0.775], [-1.040, -1.253, 1.515], [-1.859, -1.729, 2.180], [-0.478, 0.085, -0.504], [0.111, -0.226, -1.855], [0.441, 1.066, -1.173], [1.014, 0.037, 2.485], [0.025, 1.169, 1.834], [0.799, -1.326, 0.527], [-1.539, 0.323, -0.487], [0.892, -0.979, -1.924], [-0.559, -0.197, -2.709], [0.023, 1.993, -1.551], [1.424, 1.160, -0.723]],
  "mulliken_charge": [-0.6405, 0.4349, 0.0096, -0.4392, -0.3434, -0.6204, -0.5572, 0.2569, 0.2540, 0.2241, 0.3952, 0.2331, 0.2581, 0.2815, 0.2533]
}



(7)
{
  "formula": "C5H8N2",
  "method": "wB97M-V/def2-TZVPD",
  "mol_weight_g_mol": 96.1,
  "de_lowest_kcal_mol": 114.46,
  "homo_ev": -9.1776,
  "total_charge": 0,
  "lumo_energy_ha": 0.007,
  "species": ["C", "N", "C", "C", "C", "C", "N", "H", "H", "H", "H", "H", "H", "H", "H"],
  "xyz": [[2.036, 1.838, 1.159], [1.263, 0.406, -0.072], [0.000, 0.613, -0.564], [-0.688, -0.557, -0.411], [-2.105, -0.867, -0.780], [0.267, -1.429, 0.200], [1.427, -0.850, 0.403], [2.102, 1.070, -0.155], [2.198, 1.113, 1.972], [1.057, 2.304, 1.360], [-0.286, 1.569, -0.979], [-2.159, -1.691, -1.500], [-2.595, 0.001, -1.230], [-2.687, -1.160, 0.099], [0.127, -2.464, 0.491]],
  "mulliken_charge": [-0.6279, 0.2616, -0.5573, 0.6876, -1.1818, -0.2796, -0.8256, 0.3795, 0.2125, 0.1672, 0.4315, 0.2873, 0.3120, 0.2848, 0.4484]
}



(8)
{
  "formula": "C5H8N2",
  "method": "wB97M-V/def2-TZVPD",
  "mol_weight_g_mol": 96.1,
  "de_lowest_kcal_mol": 113.55,
  "homo_ev": [-7.4921, -7.4923],
  "total_charge": 0,
  "lumo_energy_ha": [0.021, 0.021],
  "species": ["C", "N", "C", "C", "C", "C", "N", "H", "H", "H", "H", "H", "H", "H", "H"],
  "xyz": [[0.063, 1.460, 0.622], [-0.411, 0.649, -0.456], [-1.579, 0.050, -0.059], [-1.074, -1.078, 0.650], [0.146, -1.493, -0.091], [0.539, -0.387, -0.736], [1.653, -0.057, -1.482], [0.963, 2.037, 0.388], [-0.718, 2.055, 1.095], [-0.443, -0.172, 1.461], [-2.359, 0.709, 0.311], [-1.703, -1.801, 1.165], [0.667, -2.436, 0.007], [1.733, 0.923, -1.712], [2.523, -0.458, -1.162]],
  "mulliken_charge": [-0.8157, 0.0453, -0.4898, -0.2746, -0.4471, 0.1403, -0.4843, 0.1753, 0.2474, 0.2303, 0.3176, 0.4440, 0.4204, 0.2611, 0.2298]
}



(9)
{
  "formula": "C5H8N2",
  "method": "wB97M-V/def2-TZVPD",
  "mol_weight_g_mol": 96.1,
  "smiles": "C[C@H]1CN1CC#N",
  "de_lowest_kcal_mol": 40.20,
  "homo_ev": -9.7668,
  "total_charge": 0,
  "lumo_energy_ha": 0.036,
  "species": ["C", "C", "C", "N", "C", "C", "N", "H", "H", "H", "H", "H", "H", "H", "H"],
  "xyz": [[-1.934, -0.908, 0.453], [-0.568, -0.533, -0.067], [-0.374, 0.742, -0.793], [0.131, 0.577, 0.570], [1.584, 0.466, 0.706], [2.288, 0.442, -0.592], [2.718, 0.467, -1.666], [-1.890, -1.597, 1.302], [-2.503, -1.392, -0.349], [-2.469, -0.005, 0.760], [0.066, -1.369, -0.367], [0.346, 0.765, -1.610], [-1.196, 1.444, -0.889], [1.947, 1.333, 1.269], [1.853, -0.434, 1.272]],
  "mulliken_charge": [-1.3927, 0.5155, -0.6752, -0.3673, -0.4510, 0.4119, -0.4510, 0.3164, 0.3198, 0.3249, 0.3719, 0.2803, 0.2224, 0.2767, 0.2974]
}



(10)
{
  "formula": "C5H8N2",
  "method": "wB97M-V/def2-TZVPD",
  "mol_weight_g_mol": 96.1,
  "de_lowest_kcal_mol": 104.90,
  "homo_ev": [-7.8300, -7.8302],
  "total_charge": 0,
  "lumo_energy_ha": [0.006, 0.006],
  "species": ["C", "N", "C", "C", "C", "C", "N", "H", "H", "H", "H", "H", "H", "H", "H"],
  "xyz": [[-2.607, -0.556, -0.279], [-1.369, 0.123, -0.039], [-0.253, -0.512, -0.160], [0.961, 0.160, 0.053], [2.285, -0.432, 0.040], [0.850, 1.450, 0.328], [0.179, 2.450, 0.193], [-3.102, -0.169, -1.176], [-3.262, -0.376, 0.580], [-2.478, -1.643, -0.400], [-0.200, -1.574, -0.421], [3.135, 0.254, -0.088], [2.409, -1.177, -0.760], [2.476, -0.971, 0.984], [0.976, 2.972, 1.144]],
  "mulliken_charge": [-0.7123, -0.3748, -0.0211, 0.1515, -1.3348, 0.3303, -0.4642, 0.2395, 0.2345, 0.2848, 0.3382, 0.3613, 0.3486, 0.2599, 0.3586]
}



(11)
{
  "formula": "C5H8N2",
  "method": "wB97M-V/def2-TZVPD",
  "mol_weight_g_mol": 96.1,
  "smiles": "CC1(C)N[C@H]1C#N",
  "de_lowest_kcal_mol": 50.27,
  "homo_ev": -9.4208,
  "total_charge": 0,
  "lumo_energy_ha": 0.031,
  "species": ["C", "C", "C", "N", "C", "C", "N", "H", "H", "H", "H", "H", "H", "H", "H"],
  "xyz": [[-0.098, -1.353, 0.392], [0.285, 0.011, -0.087], [1.676, 0.496, 0.368], [-0.021, 0.476, -1.415], [-0.838, 1.057, -0.346], [-2.246, 0.729, -0.222], [-3.367, 0.451, -0.099], [0.007, -1.459, 1.480], [0.556, -2.090, -0.079], [-1.136, -1.571, 0.132], [2.423, -0.150, -0.121], [1.898, 1.521, 0.047], [1.848, 0.423, 1.450], [-0.593, -0.245, -1.855], [-0.394, 1.705, 0.354]],
  "mulliken_charge": [-1.2980, 1.2385, -1.3923, -0.6715, -0.5245, 0.1985, -0.4385, 0.3393, 0.3165, 0.3441, 0.3428, 0.3849, 0.3584, 0.3638, 0.4382]
}



(12)
{
  "formula": "C5H8N2",
  "method": "wB97M-V/def2-TZVPD",
  "mol_weight_g_mol": 96.1,
  "de_lowest_kcal_mol": 113.09,
  "homo_ev": -6.3520,
  "total_charge": 0,
  "lumo_energy_ha": 0.006,
  "species": ["C", "N", "C", "C", "C", "C", "N", "H", "H", "H", "H", "H", "H", "H", "H"],
  "xyz": [[1.798, -1.240, 0.650], [0.449, -0.826, 0.298], [0.294, 0.050, -0.824], [-0.763, 0.906, -0.469], [-1.587, 1.681, -1.187], [-0.931, 0.680, 0.962], [-0.252, -0.294, 1.446], [1.727, -1.918, 1.485], [2.353, -0.360, 0.926], [2.253, -1.679, -0.228], [0.445, -0.403, -1.794], [-0.369, -1.834, 0.051], [-1.465, 1.778, -2.252], [-2.355, 2.232, -0.684], [-1.598, 1.225, 1.622]],
  "mulliken_charge": [-0.7487, 0.2320, -0.8347, 0.9005, -1.1795, -0.1028, -0.8650, 0.3210, 0.3488, 0.3219, 0.2443, 0.4135, 0.2830, 0.2493, 0.4164]
}